[1]
Density functional theory data (ωB97M-V with the def2-TZVPD basis set) for the molecule C17H25NO.

Structure (XYZ):
```
44
C17H25NO (ωB97M-V with the def2-TZVPD basis set)
H 1.702 -0.801 0.947
H 2.001 0.189 4.554
C 0.913 -1.123 1.611
H 2.550 0.656 2.957
C 1.385 -1.150 3.068
H -3.562 -1.453 -1.749
H -0.161 -2.369 -0.497
H 0.629 -1.570 3.756
C 2.546 0.107 -2.349
C 1.726 0.245 3.527
H -3.588 0.862 -1.748
H 3.239 1.754 -3.482
H -0.683 -1.381 -2.732
H 2.271 -1.817 3.060
H -1.818 -2.064 0.045
H 0.799 1.573 1.273
C 0.469 0.388 -1.031
C 0.474 1.138 3.337
H 1.603 -1.457 -1.146
C -1.990 0.522 -0.316
H -2.964 -0.994 -3.328
H 3.398 -0.466 -2.667
C -1.011 -1.692 -0.591
H -2.733 0.055 0.325
N -0.252 -0.243 1.373
C 2.496 1.410 -2.761
H -1.692 -2.822 -2.292
H -1.939 1.034 -2.435
H -1.933 1.564 0.004
H 1.481 3.262 -2.792
C -1.478 -1.747 -2.025
C 1.551 -0.402 -1.486
O -1.210 -0.630 2.072
H -0.359 0.745 3.983
H -0.269 2.485 -1.182
C 0.477 1.745 -1.448
C 1.461 2.238 -2.369
H -0.887 1.747 1.861
C -2.577 0.454 -1.754
C -0.647 -0.236 -0.105
H 0.705 2.158 3.617
C 0.022 1.125 1.888
H 0.606 -2.086 1.287
C -2.752 -0.954 -2.261
```

Output
charge = 0
LUMO = 0.0268 Ha
E_HOMO = -0.29579 Eh
orbital gap = 8.78 eV
energy above the lowest of the compared OMol25 structures with the same formula, charge and spin = 3.666 eV
spin multiplicity = 1

***

[2]
Density functional theory data (ωB97M-V with the def2-TZVPD basis set) for a cluster of 2 separate species, C17H26BrN2O5PS in total.

Structure (XYZ):
```
53
C17H26BrN2O5PS (ωB97M-V with the def2-TZVPD basis set)
O -5.295 -3.076 -0.786
C 1.734 2.431 -0.410
C 1.449 -0.457 2.667
H 3.941 2.959 -1.939
H 2.034 7.225 -4.294
H 1.624 -1.423 2.210
H -0.522 -4.284 -0.132
C 2.261 6.229 -4.662
O -3.111 -5.719 0.508
O -4.522 -3.977 1.409
H 0.265 -2.956 -0.927
H -1.296 -0.867 1.595
C 1.382 2.806 0.885
C 0.754 -4.128 1.994
C 0.827 4.281 -1.843
P -4.691 -5.539 0.769
H 0.556 -3.740 2.991
H 0.455 -0.423 3.104
C -1.800 -1.829 1.520
H 1.757 -4.546 2.004
C -3.284 -1.573 1.877
H 2.211 0.735 -1.662
H 1.556 5.938 -5.437
H 1.033 2.090 2.888
C 1.845 0.165 0.349
C 1.958 1.085 -0.671
H -1.357 -2.461 2.285
O 0.694 -3.067 1.041
H 0.066 -4.933 1.760
H 0.192 5.838 -3.191
C -1.521 -2.365 0.110
H -3.638 -2.224 2.667
C 3.189 4.488 -3.202
H 4.100 4.616 -3.767
S -5.301 -2.747 0.600
C 3.082 3.568 -2.184
C 1.289 1.849 1.866
H 2.002 -0.895 0.199
C 0.986 5.178 -2.871
H 3.271 6.201 -5.054
N 2.149 5.266 -3.537
H 1.198 3.839 1.144
H 2.207 -0.240 3.416
H -2.651 -5.092 1.076
H -2.354 -2.929 -0.286
O -4.145 -1.591 0.732
H -0.128 4.229 -1.340
H -1.370 -1.513 -0.545
Br -4.891 -6.619 2.708
C -0.246 -3.243 -0.011
H -3.353 -0.565 2.277
C 1.883 3.444 -1.489
N 1.527 0.558 1.590
```

Output
charge = +2
LUMO = -0.2829 Ha
E_HOMO = -0.48246 Eh
orbital gap = 5.43 eV
spin multiplicity = 1

***

[3]
Density functional theory data (ωB97M-V with the def2-TZVPD basis set) for a structure of composition C17H26MnN3O2S.

Structure (XYZ):
```
50
C17H26MnN3O2S (ωB97M-V with the def2-TZVPD basis set)
H -2.472 3.847 -2.240
H 4.286 -2.246 -1.127
C 5.108 -1.871 -3.118
H -0.935 -0.667 -4.736
H 0.307 0.473 -7.186
H -1.229 -2.198 -0.248
N 3.953 -0.253 -1.684
C 4.454 0.922 -2.446
C -0.245 -2.220 0.240
H 5.806 -2.709 -3.102
H -1.423 -2.740 4.099
C 4.809 -1.470 -1.685
C -0.302 -2.695 1.679
S -0.697 2.716 -1.196
H 0.693 -2.923 2.073
C -0.253 1.942 -2.706
H -0.885 -3.616 1.777
H -1.718 0.353 -2.640
C -0.872 -1.592 2.518
C -0.883 0.791 -3.177
C 2.808 -0.228 -1.115
C 5.685 -0.701 -3.910
H 6.657 -0.420 -3.494
H 3.805 0.261 -4.377
H 5.867 -1.003 -4.941
C 1.015 0.196 -6.402
H 5.186 1.352 -4.402
H 0.494 -2.697 -0.394
H -2.960 2.197 -1.732
C -2.415 3.096 -1.453
O -0.838 -0.416 2.047
O -0.769 1.593 -0.132
H 1.029 -0.893 -6.348
Mn -0.026 -0.182 0.283
C 1.204 1.949 -4.606
C 0.595 0.798 -5.094
H 4.189 -2.229 -3.591
N -1.364 -1.810 3.714
C 0.797 2.521 -3.408
N 1.766 -0.208 -0.592
C -0.449 0.223 -4.357
H 3.700 1.704 -2.379
H 1.277 3.416 -3.032
H 5.356 1.265 -1.934
C 4.748 0.503 -3.875
H -1.711 -1.035 4.262
H -2.788 3.508 -0.518
H 1.998 0.547 -6.707
H 5.719 -1.210 -1.140
H 2.004 2.412 -5.171
```

Output
charge = +2
LUMO (alpha / beta) = -0.2689 / -0.2236 Ha
E_HOMO (alpha / beta) = -0.55273 / -0.55261 Eh
orbital gap (alpha / beta) = 7.72 / 8.95 eV
energy above the lowest of the compared OMol25 structures with the same formula, charge and spin = 0.034 eV
spin multiplicity = 5

***

[4]
Density functional theory data (ωB97M-V with the def2-TZVPD basis set) for the molecule C17H26N2O3S.

Structure (XYZ):
```
49
C17H26N2O3S (ωB97M-V with the def2-TZVPD basis set)
H 4.047 1.063 1.600
N 2.689 -0.088 -0.391
C 1.643 -0.880 0.078
H -2.491 2.231 -0.306
C 1.757 -2.257 0.274
H -4.731 -0.313 -2.376
C -0.626 -0.996 0.848
H -6.004 1.303 -1.328
N -2.643 0.199 -0.385
C 3.967 -0.453 -0.722
C 0.684 -2.981 0.762
H 3.924 2.592 0.713
C 4.834 0.726 -1.118
H 0.299 0.809 0.241
H 2.469 0.897 -0.442
C -0.518 -2.357 1.057
H -4.753 2.805 0.138
H 5.574 0.362 -1.832
C 4.616 1.870 1.144
H 4.231 1.497 -1.601
H -4.316 1.472 1.211
O 4.371 -1.593 -0.698
H -3.406 1.606 -1.697
C -5.729 0.951 -0.329
H 5.991 -0.556 1.059
H 0.790 -4.044 0.916
H -1.363 -2.896 1.454
C 5.580 1.333 0.089
H 7.263 -0.020 -0.034
C 6.536 0.314 0.702
O -3.054 -1.014 1.857
H -2.471 -1.047 -2.036
H -2.876 -1.819 -0.493
C -3.237 1.497 -0.623
H 5.174 2.373 1.931
H -6.570 1.158 0.335
C -4.568 -0.972 -1.520
O -1.841 1.133 1.797
C -3.087 -0.958 -1.130
S -2.154 -0.121 1.177
H 2.690 -2.746 0.048
C -4.522 1.738 0.173
H 6.170 2.175 -0.295
H -6.462 -1.052 -0.512
C -5.497 -0.559 -0.377
H -5.076 -0.896 0.573
H 7.071 0.756 1.540
C 0.431 -0.254 0.368
H -4.803 -1.988 -1.843
```

Output
charge = 0
LUMO = 0.0192 Ha
E_HOMO = -0.32698 Eh
orbital gap = 9.42 eV
energy above the lowest of the compared OMol25 structures with the same formula, charge and spin = 1.069 eV
spin multiplicity = 1

***

[5]
Density functional theory data (ωB97M-V with the def2-TZVPD basis set) for a cluster of 2 separate species, C17H26N2O6 in total.

Structure (XYZ):
```
51
C17H26N2O6 (ωB97M-V with the def2-TZVPD basis set)
H -1.407 -6.179 -2.643
H -2.164 -5.282 -3.984
C -0.808 0.595 -1.949
H -0.941 -0.721 1.393
H 0.557 -1.698 -1.414
H 2.293 -1.028 -1.320
H 1.341 -0.929 -2.802
C -0.265 2.138 0.339
H -1.432 4.551 2.098
H 0.498 -4.996 -1.546
O -0.021 3.165 4.472
O 0.107 -4.145 -1.782
H 2.879 1.755 -0.853
O 1.716 4.012 -1.509
H 1.223 1.248 -2.109
H -1.081 5.239 3.706
O -2.634 -4.640 -2.098
N 3.510 -0.967 1.024
H -1.170 1.635 -2.131
H -2.658 -0.532 -1.881
H 1.630 4.314 0.459
C 2.188 2.111 -0.058
C 2.542 -0.442 1.269
C 1.257 -0.855 -1.686
H -0.750 -3.285 -3.416
C -1.564 4.382 3.184
C -1.688 -5.183 -3.008
H -2.120 -4.259 -1.373
O -0.425 0.077 4.209
H -2.637 4.397 3.485
C 0.897 1.162 0.041
H -0.734 0.146 -2.974
C -0.268 0.916 3.402
C 1.801 3.595 -0.396
H 0.284 -4.691 -3.770
H 0.272 -1.823 0.677
C -1.830 -0.290 -1.167
C -0.467 -4.285 -3.086
H -2.332 0.274 -0.342
C 0.681 0.568 -1.404
H 1.323 2.091 2.496
C -0.911 3.069 3.688
H 1.851 0.605 3.313
O -1.353 1.826 3.244
N -1.213 2.738 0.438
H 2.765 2.158 0.891
C 1.130 0.185 1.248
C 1.074 1.017 2.630
C 0.131 -1.000 1.416
H -1.433 -1.266 -0.824
H 0.355 -1.476 2.402
```

Output
charge = 0
LUMO = 0.0152 Ha
E_HOMO = -0.37982 Eh
orbital gap = 10.75 eV
energy above the lowest of the compared OMol25 structures with the same formula, charge and spin = 4.023 eV
spin multiplicity = 1

***

[6]
Density functional theory data (ωB97M-V with the def2-TZVPD basis set) for a structure of composition C17H26N2OS2.

Structure (XYZ):
```
48
C17H26N2OS2 (ωB97M-V with the def2-TZVPD basis set)
O -1.756 -2.065 -1.557
H 4.860 -1.501 -1.304
C -0.724 4.366 -0.339
H -0.789 -0.759 -2.067
C -1.635 5.761 1.743
H 5.807 -1.747 0.885
H -1.028 -3.560 1.073
H 5.120 -3.092 -1.742
H 2.219 -1.621 -1.445
C 0.525 -2.231 0.478
C 1.161 -3.074 -0.413
C -1.377 4.270 1.142
H 0.408 -1.262 0.353
H 0.688 4.227 -2.469
H -0.643 3.002 -3.047
N -1.960 3.257 1.620
H -0.343 5.358 -0.583
C -1.733 2.116 1.072
H -0.496 0.936 -2.687
H -0.738 6.080 1.926
C 2.426 -2.612 -1.126
H -1.987 5.481 2.783
S -2.484 0.604 1.318
H 2.494 -3.383 -1.990
H 0.904 2.421 -2.403
C -1.290 2.057 -0.407
H 0.238 -3.085 -1.078
C -1.838 -0.182 0.174
H -2.010 6.553 1.148
H 1.283 -2.322 1.450
H 5.453 -4.239 1.097
C -1.161 0.684 -0.925
H -1.214 -2.293 2.043
H 3.410 -2.055 0.809
H 1.048 -4.093 -0.394
C 6.327 -3.927 0.565
C -0.607 3.149 -0.827
C 4.814 -2.403 -0.941
S -2.223 -1.999 -0.157
C -0.866 -2.594 0.951
C 3.611 -2.660 -0.381
H 3.588 -4.003 0.348
H 6.527 -4.484 -0.333
H 6.927 -2.260 -0.595
C 0.015 3.131 -2.305
C 5.864 -2.483 0.004
N -0.495 0.155 -1.821
H 7.289 -3.776 1.118
```

Output
charge = 0
LUMO = 0.0138 Ha
E_HOMO = -0.25777 Eh
orbital gap = 7.39 eV
energy above the lowest of the compared OMol25 structures with the same formula, charge and spin = 13.748 eV
spin multiplicity = 1

***

[7]
Density functional theory data (ωB97M-V with the def2-TZVPD basis set) for a structure of composition C17H26N3O5SW.

Structure (XYZ):
```
53
C17H26N3O5SW (ωB97M-V with the def2-TZVPD basis set)
C -2.587 -2.322 0.068
H 1.039 -1.291 -1.707
C -0.044 2.512 2.519
H -4.108 2.549 -1.354
C 0.946 -2.861 0.692
C 0.863 3.405 0.301
O -1.987 -1.554 -0.854
N 0.346 0.257 0.223
C 1.185 2.726 1.636
H -1.822 -2.046 2.051
H 4.386 -1.595 1.197
H -0.770 1.844 2.063
H 0.051 0.750 -5.239
C 1.878 -1.956 -1.497
C -0.762 -0.436 -3.813
H 1.675 -2.925 -1.958
H 0.255 2.780 -0.351
C 1.616 0.302 0.806
N -0.269 -0.179 -5.020
H 5.142 0.441 2.362
H -1.016 -2.417 -4.152
H 0.825 -3.854 0.256
C -3.675 0.548 1.137
C -2.646 -1.667 1.446
H -3.828 1.150 2.035
H 3.638 2.384 2.535
H 0.003 -2.332 0.570
C -3.359 1.374 -0.075
H 1.781 3.653 -0.233
N -1.140 -1.656 -3.502
C 2.096 -2.123 0.008
C 3.307 1.490 2.020
O -3.003 -3.418 -0.146
H -0.228 -0.880 -5.742
O -2.208 2.036 -0.073
H -0.544 3.467 2.690
O -2.460 -0.240 1.344
C 3.726 -0.740 1.269
H 2.977 -2.760 0.118
H 0.241 2.099 3.487
H 1.826 3.422 2.182
S -0.901 0.939 -2.756
H -3.588 -1.890 1.939
H -1.535 -1.861 -2.585
C 2.030 1.474 1.469
H 1.139 -2.981 1.759
C 2.463 -0.822 0.700
C 4.153 0.402 1.925
W -1.256 0.280 -0.436
H 0.313 4.331 0.477
O -4.401 1.826 -0.779
H -4.529 -0.104 0.958
H 2.765 -1.532 -1.971
```

Output
charge = +1
LUMO (alpha / beta) = -0.1174 / -0.1434 Ha
E_HOMO (alpha / beta) = -0.38988 / -0.41446 Eh
orbital gap (alpha / beta) = 7.41 / 7.37 eV
energy above the lowest of the compared OMol25 structures with the same formula, charge and spin = 0.000 eV
spin multiplicity = 3

***

[8]
Density functional theory data (ωB97M-V with the def2-TZVPD basis set) for the molecule C17H26N6O3.

Structure (XYZ):
```
52
C17H26N6O3 (ωB97M-V with the def2-TZVPD basis set)
H 2.153 4.304 0.595
H 1.568 5.493 -0.477
H 2.420 0.102 -0.842
H -0.717 4.538 -0.762
H -1.053 2.222 -1.489
H 6.623 -1.242 -0.495
O 3.864 -1.532 -1.933
H 6.371 -1.278 -1.770
N -0.715 -1.415 0.807
H -1.524 2.784 1.012
H -1.619 5.075 1.458
C -4.262 -1.538 -0.116
C -2.014 -0.028 -0.254
H 3.689 0.279 1.704
H -3.896 -3.721 0.946
C 2.902 -2.211 0.656
H -0.427 6.081 1.215
H 2.256 1.406 0.347
O -3.284 1.524 -1.537
C -0.379 2.036 -0.639
C -3.067 0.368 -0.960
C 0.059 -0.643 0.334
C 3.748 0.087 0.825
N 6.017 -1.078 -1.074
C 1.733 -1.475 1.602
N 1.364 -0.245 0.831
N -3.175 -1.916 0.501
C -0.568 5.080 1.363
N -0.745 0.581 -0.363
H 2.339 -1.409 2.645
C 4.161 -1.286 0.481
C 4.611 -1.512 -1.002
H 4.436 0.930 0.248
C -1.960 -1.238 0.135
H -2.777 -3.087 2.237
H 1.788 3.880 -1.083
O -5.301 -2.239 -0.291
C 1.397 4.478 -0.128
H 0.344 2.525 1.265
H 2.392 -2.503 -0.314
C 2.247 0.378 0.306
H 0.051 4.955 2.077
H 0.872 -2.210 1.894
C -0.094 4.072 0.003
H -2.251 -3.750 0.300
C -3.000 -3.172 1.077
H 0.785 1.720 -1.107
H 3.178 -3.345 1.108
H 4.835 -1.547 1.066
N -4.071 -0.249 -0.922
C -0.350 2.745 0.530
H -5.037 -0.247 -1.285
```

Output
charge = 0
LUMO = 0.0173 Ha
E_HOMO = -0.29514 Eh
orbital gap = 8.50 eV
energy above the lowest of the compared OMol25 structures with the same formula, charge and spin = 18.899 eV
spin multiplicity = 1

***

Molecular weight values, unit g mol⁻¹, following the record order: 259.39; 481.35; 391.42; 338.47; 354.40; 338.54; 568.32; 362.43.
Largest force on an atom values, unit eV/A, following the record order: 6.64; 1.00; 0.55; 1.11; 4.77; 12.86; 0.11; 19.32.